Entry 1:
ORCA calculation (ωB97M-V/def2-TZVPD) on a structure of composition C35H55F6Ge2N6O4PSY.

Results
* expectation value of S²: 0.776
* energy above the lowest of the compared OMol25 structures with the same formula, charge and spin: 71.44 kcal/mol
* spin multiplicity: 2
* net charge: -2
* Kohn-Sham gap (alpha / beta): 0.1840 / 0.1841 Ha
* LUMO level (alpha / beta): 3.7 / 3.7 eV

The geometry in XYZ format:
```
111
Properties=species:S:1:pos:R:3:lowdin_spin:R:1
Y -1.334 -1.425 -0.197 0.00
C 2.195 2.110 0.244 0.00
N 2.999 1.953 1.433 0.00
C 4.054 2.867 1.764 0.00
C 4.537 2.313 3.099 0.00
N 4.177 0.903 3.027 0.00
C 4.072 0.250 4.315 0.00
C 3.117 0.757 2.105 0.00
N 2.377 -0.236 1.842 0.02
C 2.472 -1.555 2.384 0.00
C 1.569 -2.523 1.622 0.01
N 1.874 -2.548 0.170 0.05
C 2.080 -3.706 -0.422 0.02
N 2.629 -4.776 0.273 0.01
C 3.787 -4.567 1.126 0.00
C 2.802 -5.893 -0.650 0.00
C 1.909 -5.513 -1.810 0.00
N 1.823 -4.060 -1.697 0.01
C 0.872 -3.483 -2.656 0.02
H 1.531 2.969 0.331 0.00
H 1.584 1.220 0.115 0.00
H 2.830 2.235 -0.639 0.00
H 3.673 3.886 1.863 0.00
H 4.847 2.874 1.002 0.00
H 4.009 2.804 3.929 0.00
H 5.611 2.433 3.252 0.00
H 5.016 0.368 4.851 0.00
H 3.888 -0.812 4.204 0.00
H 3.269 0.683 4.928 0.00
H 2.173 -1.618 3.440 0.00
H 3.508 -1.927 2.327 0.00
H 0.511 -2.267 1.717 0.00
H 1.632 -3.534 2.022 0.00
H 3.630 -3.772 1.844 0.00
H 4.675 -4.327 0.525 0.00
H 3.977 -5.488 1.679 0.00
H 2.524 -6.839 -0.185 0.00
H 3.853 -5.951 -0.959 0.00
H 0.900 -5.925 -1.723 0.00
H 2.326 -5.803 -2.775 0.00
H 1.308 -3.602 -3.651 0.00
H 0.719 -2.432 -2.458 0.01
H -0.080 -4.000 -2.569 0.00
O -3.392 -3.852 -0.330 0.00
S -3.672 -2.746 0.776 0.00
O -4.936 -3.034 1.379 0.00
O -2.483 -2.826 1.623 0.00
O -3.589 -1.439 0.058 0.00
C -0.686 2.948 3.222 0.00
C -0.548 1.423 3.219 0.00
Ge -1.740 0.333 1.987 0.00
C -3.158 -0.099 3.352 0.00
C -3.696 1.080 4.162 0.00
C -2.640 1.882 1.058 0.00
C -2.662 2.285 -0.229 0.00
Ge -1.959 0.985 -1.637 0.00
C -3.447 0.428 -2.869 0.00
C -4.282 1.324 -3.784 0.00
C -0.719 2.049 -2.805 0.00
C -0.980 3.485 -3.262 0.00
C -3.275 3.648 -0.490 0.00
C -3.850 3.983 -1.714 0.00
C -4.418 5.227 -1.957 0.00
C -4.409 6.210 -0.979 0.00
C -3.806 5.920 0.242 0.00
C -3.250 4.671 0.473 0.00
H 0.077 3.443 3.841 0.00
H -1.660 3.271 3.603 0.00
H -0.614 3.369 2.218 0.00
H -0.742 1.042 4.231 0.00
H 0.480 1.148 2.991 0.00
H -2.721 -0.848 4.023 0.00
H -3.995 -0.604 2.859 0.00
H -2.902 1.662 4.639 0.00
H -4.374 0.759 4.964 0.00
H -4.263 1.776 3.539 0.00
H -3.151 2.543 1.763 0.00
H -4.118 -0.169 -2.245 0.00
H -2.936 -0.317 -3.492 0.00
H -4.961 1.972 -3.227 0.00
H -4.908 0.725 -4.457 0.00
H -3.667 1.972 -4.420 0.00
H -0.562 1.410 -3.686 0.00
H 0.240 2.035 -2.276 0.00
H -1.843 3.561 -3.930 0.00
H -0.122 3.904 -3.805 0.00
H -1.183 4.151 -2.422 0.00
H -3.846 3.244 -2.498 0.00
H -4.863 5.426 -2.926 0.00
H -4.843 7.185 -1.164 0.00
H -3.755 6.676 1.018 0.00
H -2.751 4.491 1.416 0.00
F -2.404 -2.566 -2.094 0.00
P -3.480 -3.866 -2.065 0.00
F -2.213 -4.849 -2.064 0.00
F -3.478 -3.860 -3.676 0.00
F -4.699 -2.843 -2.057 0.00
F -0.548 -3.330 -0.279 0.01
F -4.467 -5.125 -1.997 0.00
C 1.382 -1.365 -0.590 0.47
C 2.449 -0.872 -1.418 0.05
C 2.097 -0.072 -2.528 0.09
C 3.054 0.504 -3.341 0.00
C 4.413 0.314 -3.086 0.11
C 4.788 -0.475 -1.999 0.00
C 3.832 -1.065 -1.187 0.09
H 1.045 0.092 -2.721 0.00
H 2.733 1.118 -4.176 0.00
H 5.163 0.779 -3.714 0.01
H 5.839 -0.623 -1.773 0.00
H 4.149 -1.650 -0.331 0.00
```

Entry 2:
ORCA calculation (ωB97M-V/def2-TZVPD) on a structure of composition C35H56AuGeN2SSi.

Results
* expectation value of S²: 0.757
* energy above the lowest of the compared OMol25 structures with the same formula, charge and spin: 24.25 kcal/mol
* spin multiplicity: 2
* net charge: 0
* Kohn-Sham gap (alpha / beta): 0.2449 / 0.2416 Ha
* LUMO level (alpha / beta): 0.5 / -0.9 eV

The geometry in XYZ format:
```
97
Properties=species:S:1:pos:R:3:lowdin_spin:R:1
Au -0.320 0.653 0.391 0.26
C 0.220 1.932 3.695 0.04
Ge -0.785 0.462 2.869 0.22
C -2.643 0.665 3.470 0.05
C -2.970 1.769 4.260 0.02
C -4.273 1.994 4.680 0.00
C -5.281 1.121 4.309 0.01
C -4.977 0.022 3.521 0.00
C -3.675 -0.199 3.104 0.01
C -0.186 -1.383 3.231 0.03
C -0.869 -2.339 2.518 0.02
C -0.504 -3.701 2.536 0.00
C 0.589 -4.100 3.243 0.01
C 1.343 -3.159 3.983 0.00
C 2.494 -3.562 4.707 0.00
C 3.216 -2.664 5.435 0.00
C 2.807 -1.315 5.483 0.00
C 1.706 -0.901 4.793 0.00
C 0.944 -1.799 4.002 0.01
H 0.163 1.933 4.784 0.01
H -0.196 2.868 3.324 0.00
H 1.263 1.886 3.389 0.00
H -2.200 2.465 4.564 0.00
H -4.499 2.855 5.297 0.00
H -6.300 1.298 4.628 0.00
H -5.760 -0.664 3.223 0.00
H -3.472 -1.059 2.481 0.00
H -1.695 -2.048 1.878 0.00
H -1.083 -4.418 1.967 0.00
H 0.901 -5.138 3.249 0.00
H 2.789 -4.604 4.667 0.00
H 4.094 -2.983 5.981 0.00
H 3.371 -0.604 6.073 0.00
H 1.406 0.134 4.843 0.00
C 1.630 0.280 -2.448 0.06
Si 1.848 0.617 -0.600 0.12
C 2.836 -0.866 0.110 0.01
C 3.198 -0.675 1.581 0.00
C 4.114 -1.130 -0.691 0.00
C 1.935 -2.103 0.004 0.00
C 2.666 2.357 -0.463 0.01
C 3.259 2.640 0.914 0.00
C 1.575 3.398 -0.731 0.01
C 3.763 2.535 -1.520 0.00
H 2.587 0.228 -2.971 0.01
H 1.028 1.059 -2.915 0.00
H 1.111 -0.663 -2.597 0.00
H 3.999 0.049 1.720 0.00
H 3.536 -1.624 2.012 0.00
H 2.339 -0.344 2.165 0.00
H 4.812 -0.294 -0.636 0.00
H 3.908 -1.327 -1.744 0.00
H 4.630 -2.009 -0.291 0.00
H 1.029 -1.991 0.599 0.00
H 2.472 -2.980 0.380 0.00
H 1.640 -2.314 -1.026 0.00
H 2.528 2.485 1.707 0.00
H 3.591 3.683 0.965 0.00
H 4.125 2.014 1.124 0.00
H 0.805 3.377 0.042 0.00
H 1.085 3.238 -1.693 0.00
H 2.014 4.402 -0.748 0.00
H 4.578 1.821 -1.394 0.00
H 4.194 3.539 -1.442 0.00
H 3.377 2.424 -2.533 0.00
C -0.221 -2.586 -4.022 0.00
C -1.222 -2.945 -2.932 0.00
C -2.665 -2.866 -3.425 0.00
C -3.159 -1.437 -3.644 0.00
N -3.465 -0.817 -2.359 0.00
C -2.965 0.308 -1.824 0.02
S -2.934 0.470 -0.132 0.03
N -2.535 1.298 -2.631 0.01
C -3.128 1.634 -3.925 0.00
C -2.132 1.787 -5.072 0.00
C -1.432 3.145 -5.134 0.00
C -0.389 3.379 -4.052 0.00
H 0.800 -2.813 -3.715 0.00
H -0.246 -1.526 -4.274 0.00
H -0.424 -3.151 -4.933 0.00
H -1.093 -2.292 -2.062 0.00
H -1.022 -3.960 -2.583 0.00
H -3.339 -3.355 -2.716 0.00
H -2.760 -3.417 -4.364 0.00
H -4.048 -1.435 -4.281 0.00
H -2.394 -0.843 -4.143 0.00
H -3.806 -1.449 -1.648 0.00
H -2.152 2.066 -2.098 0.00
H -3.688 2.567 -3.805 0.00
H -3.865 0.866 -4.155 0.00
H -2.681 1.642 -6.006 0.00
H -1.389 0.986 -5.013 0.00
H -2.191 3.932 -5.091 0.00
H -0.954 3.241 -6.111 0.00
H -0.825 3.446 -3.055 0.00
H 0.149 4.311 -4.222 0.00
H 0.344 2.572 -4.036 0.00
```

Entry 3:
ORCA calculation (ωB97M-V/def2-TZVPD) on a structure of composition C35H56BN11O3PdS.

Results
* net charge: -2
* Kohn-Sham gap: 0.2243 Ha
* LUMO level: 3.8 eV

The geometry in XYZ format:
```
108
Properties=species:S:1:pos:R:3:lowdin_charge:R:1
Pd 0.263 0.702 -1.357 0.20
C -2.469 -0.316 -2.222 -0.09
C -2.387 -1.830 -2.302 -0.36
C -3.772 -2.469 -2.257 -0.09
C -1.495 -2.389 -1.219 -0.26
C -1.587 -3.634 -0.583 0.00
C -0.554 -3.666 0.330 -0.20
C -0.420 -4.811 1.324 -0.34
C -1.671 -4.824 2.216 -0.07
C 0.801 -4.945 2.225 -0.07
N 0.125 -2.490 0.207 0.05
N -0.476 -1.707 -0.728 0.11
B 1.350 -1.883 0.965 -0.47
N 0.896 -0.741 1.931 0.05
N 0.236 0.347 1.458 0.12
C -0.138 1.056 2.498 -0.29
C 0.313 0.466 3.693 0.02
C 0.963 -0.685 3.286 -0.22
C 1.663 -1.689 4.156 -0.37
C 0.688 -2.333 5.142 -0.07
C 2.841 -1.046 4.889 -0.07
C -0.965 2.297 2.283 -0.38
C -1.093 3.116 3.564 -0.09
C -2.343 1.955 1.718 -0.07
N 2.495 -1.395 0.015 0.06
N 2.445 -0.144 -0.510 0.09
C 3.608 0.090 -1.087 -0.27
C 4.449 -1.030 -0.953 0.02
C 3.701 -1.955 -0.261 -0.22
C 4.101 -3.375 0.031 -0.35
C 3.155 -4.362 -0.659 -0.05
C 4.340 -3.699 1.507 -0.07
C 3.886 1.403 -1.773 -0.37
C 5.282 1.910 -1.414 -0.09
C 2.817 2.436 -1.456 -0.09
H -2.809 0.127 -3.159 0.06
H -3.121 0.007 -1.406 0.08
H -1.456 0.054 -2.006 0.00
H -1.936 -2.090 -3.268 0.14
H -4.242 -2.297 -1.285 0.08
H -4.419 -2.038 -3.025 0.07
H -3.731 -3.546 -2.426 0.06
H -2.320 -4.408 -0.738 0.10
H -0.450 -5.719 0.710 0.13
H -1.703 -3.914 2.820 0.08
H -2.588 -4.861 1.631 0.07
H -1.649 -5.682 2.892 0.07
H 0.850 -4.141 2.956 0.05
H 0.708 -5.885 2.778 0.08
H 1.742 -4.966 1.685 0.05
H 1.809 -2.759 1.617 0.07
H 0.189 0.821 4.703 0.10
H 2.068 -2.468 3.511 0.09
H 0.261 -1.580 5.808 0.08
H -0.141 -2.811 4.620 0.06
H 1.189 -3.086 5.757 0.07
H 2.498 -0.241 5.543 0.07
H 3.366 -1.784 5.502 0.07
H 3.550 -0.616 4.181 0.08
H -0.454 2.909 1.529 0.11
H -1.639 2.556 4.327 0.07
H -0.116 3.377 3.977 0.07
H -1.645 4.038 3.374 0.07
H -2.909 1.366 2.446 0.08
H -2.910 2.858 1.482 0.08
H -2.251 1.357 0.808 0.06
H 5.445 -1.180 -1.339 0.10
H 5.076 -3.468 -0.461 0.12
H 2.118 -4.183 -0.380 0.06
H 3.210 -4.246 -1.742 0.09
H 3.405 -5.396 -0.404 0.07
H 3.420 -3.694 2.088 0.03
H 4.791 -4.691 1.602 0.07
H 5.019 -2.972 1.957 0.08
H 3.860 1.221 -2.854 0.14
H 5.359 2.072 -0.336 0.08
H 6.060 1.200 -1.698 0.06
H 5.491 2.858 -1.917 0.07
H 2.864 2.747 -0.411 0.08
H 2.892 3.308 -2.107 0.08
H 1.834 1.967 -1.620 0.01
N -0.720 3.625 -1.126 0.08
C -1.943 4.298 -1.238 -0.34
C -3.036 3.653 -1.826 -0.06
C -4.209 4.344 -2.078 -0.06
C -4.332 5.695 -1.760 -0.28
C -3.257 6.325 -1.152 -0.07
C -2.078 5.636 -0.888 -0.05
S -5.840 6.574 -2.164 0.38
O -5.966 6.425 -3.607 -0.38
O -6.881 5.884 -1.417 -0.38
O -5.595 7.940 -1.725 -0.39
H -0.760 2.624 -0.950 0.03
H -0.014 4.067 -0.557 0.08
H -2.951 2.602 -2.086 0.09
H -5.044 3.835 -2.543 0.11
H -3.354 7.373 -0.902 0.10
H -1.243 6.150 -0.422 0.10
N -2.450 2.064 -5.168 0.15
C -1.282 1.489 -4.720 -0.56
N -0.638 2.115 -3.744 0.17
N -0.937 0.372 -5.289 0.08
C 0.220 -0.180 -4.946 -0.42
N 1.218 -0.716 -4.712 0.10
H -2.660 3.017 -4.921 0.10
H -2.771 1.727 -6.057 0.09
H -1.067 2.937 -3.340 0.07
H -0.044 1.645 -3.043 0.03
```

Entry 4:
ORCA calculation (ωB97M-V/def2-TZVPD) on a structure of composition C35H56BN4OP2Pt.

Results
* energy above the lowest of the compared OMol25 structures with the same formula, charge and spin: 0.00 kcal/mol
* net charge: +3
* Kohn-Sham gap (alpha / beta): 0.1684 / 0.1685 Ha
* LUMO level (alpha / beta): -11.1 / -11.1 eV

The geometry in XYZ format:
```
100
Properties=species:S:1:pos:R:3:lowdin_charge:R:1
Pt 0.593 0.502 -0.742 1.14
C 3.539 -1.473 -2.945 -0.07
C 3.383 -1.719 -1.440 -0.68
C 4.151 -2.985 -1.016 -0.06
C 3.982 -0.539 -0.669 -0.09
P 1.570 -1.804 -1.003 1.09
C 1.512 -2.430 0.757 -0.20
N 1.298 -1.273 1.603 0.02
B 1.013 0.012 1.144 -0.73
N 0.794 0.922 2.182 0.02
C 0.354 2.286 2.008 -0.20
P 0.500 2.688 0.198 1.13
C -0.855 3.867 -0.253 -0.66
C -0.785 5.039 0.747 -0.05
C -0.675 4.355 -1.695 -0.06
C -2.244 3.224 -0.127 -0.07
C 2.216 3.293 -0.184 -0.65
C 3.207 2.600 0.767 -0.07
C 2.476 2.866 -1.639 -0.08
C 2.432 4.804 -0.041 -0.05
C 0.957 0.168 3.361 -0.13
C 0.872 0.555 4.687 0.01
C 1.091 -0.415 5.653 -0.04
C 1.405 -1.734 5.304 -0.05
C 1.506 -2.126 3.978 0.01
C 1.273 -1.166 3.008 -0.14
C 0.600 -2.978 -2.075 -0.68
C 1.321 -4.316 -2.276 -0.06
C -0.743 -3.254 -1.381 -0.08
C 0.332 -2.312 -3.428 -0.08
H 4.576 -1.194 -3.137 0.11
H 2.908 -0.656 -3.306 0.08
H 3.330 -2.363 -3.535 0.08
H 5.116 -2.977 -1.525 0.11
H 3.659 -3.918 -1.275 0.07
H 4.360 -2.986 0.053 0.09
H 5.060 -0.520 -0.841 0.12
H 3.829 -0.627 0.410 0.09
H 3.587 0.417 -1.017 0.04
H 2.438 -2.950 1.000 0.11
H 0.689 -3.139 0.864 0.10
H 0.998 2.993 2.542 0.12
H -0.672 2.436 2.350 0.12
H 0.133 5.615 0.684 0.07
H -0.934 4.714 1.777 0.09
H -1.608 5.715 0.509 0.11
H 0.203 4.981 -1.832 0.08
H -1.546 4.956 -1.960 0.11
H -0.631 3.524 -2.405 0.08
H -2.415 2.749 0.839 0.09
H -2.436 2.509 -0.924 0.07
H -2.972 4.029 -0.232 0.11
H 3.074 1.522 0.848 0.05
H 3.158 3.026 1.769 0.10
H 4.216 2.779 0.392 0.12
H 2.369 1.776 -1.795 0.03
H 3.509 3.099 -1.907 0.12
H 1.822 3.369 -2.348 0.08
H 2.253 5.150 0.977 0.10
H 1.846 5.402 -0.733 0.08
H 3.485 4.994 -0.260 0.11
H 0.640 1.575 4.964 0.12
H 1.027 -0.147 6.698 0.12
H 1.580 -2.459 6.087 0.12
H 1.760 -3.145 3.716 0.12
H 1.550 -4.811 -1.331 0.10
H 2.235 -4.217 -2.856 0.08
H 0.654 -4.977 -2.833 0.11
H -0.643 -3.921 -0.526 0.09
H -1.392 -3.759 -2.098 0.11
H -1.248 -2.341 -1.063 0.05
H 1.229 -2.202 -4.034 0.07
H -0.134 -1.329 -3.315 0.05
H -0.364 -2.939 -3.988 0.10
C -5.180 -2.032 -0.958 0.07
N -4.010 -1.203 -1.251 -0.01
N -3.153 -0.781 -0.277 0.08
C -2.160 -0.088 -0.875 -0.40
O -1.270 0.488 -0.092 -0.21
C -2.373 -0.091 -2.246 0.06
C -3.550 -0.817 -2.445 -0.21
C -4.256 -1.144 -3.710 0.03
C -3.400 -0.884 1.136 -0.20
C -2.487 -1.583 1.911 0.00
C -2.687 -1.649 3.281 -0.04
C -3.799 -1.040 3.850 -0.03
C -4.707 -0.350 3.058 -0.03
C -4.506 -0.255 1.688 0.00
H -5.021 -2.539 -0.011 0.11
H -5.278 -2.771 -1.749 0.11
H -6.077 -1.419 -0.907 0.12
H -1.785 0.385 -3.012 0.13
H -3.731 -0.706 -4.554 0.10
H -5.275 -0.756 -3.699 0.11
H -4.309 -2.224 -3.862 0.10
H -1.639 -2.071 1.445 0.11
H -1.987 -2.191 3.902 0.12
H -3.963 -1.108 4.917 0.12
H -5.572 0.121 3.505 0.13
H -5.197 0.299 1.065 0.13
```

Number 4 is which compound?
C35H56BN4OP2Pt